Entry 1:
A structure of composition C30H78FInNO7. Source: the Open Molecules 2025 dataset; level of theory: the ωB97M-V functional and the def2-TZVPD basis.

The value obtained for the HOMO energy is -4.79 eV. The value obtained for the LUMO energy is 1.942 eV. Its net charge is -1. The orbital gap comes out at 6.731 eV.

Atoms and positions in Å:
C: -2.64355 0.69751 -5.46495
C: -2.84733 -0.52725 -4.56027
C: -1.53196 -1.05064 -3.96037
C: -0.91507 -0.08324 -2.93329
C: 0.61461 -0.01470 -2.98882
C: 1.29554 -1.22182 -2.34350
C: 2.82665 -1.13742 -2.30891
C: 3.49179 -0.73930 -0.96947
C: 2.75778 0.20653 -0.00712
C: 2.83183 1.69427 -0.37915
C: 1.82034 2.56357 0.38518
C: 0.35497 2.43220 -0.05625
C: -0.61918 2.78345 1.07998
C: -0.81506 1.57309 2.01773
C: -0.82116 1.85735 3.53203
C: 0.08322 0.92403 4.35732
In: 0.09282 -1.23512 3.85154
N: 1.33451 -2.27626 5.28846
F: -1.74607 -2.01979 4.17955
H: -1.71151 0.60940 -6.03507
H: -3.47468 0.81592 -6.16994
H: -2.57879 1.60926 -4.86293
H: -3.51320 -0.24600 -3.73213
H: -3.35186 -1.33537 -5.10411
H: -0.81685 -1.23594 -4.77434
H: -1.73077 -2.02026 -3.48766
H: -1.31390 0.92845 -3.08855
H: -1.22817 -0.38358 -1.92257
H: 0.96703 0.91140 -2.52974
H: 0.92844 0.03242 -4.04503
H: 0.89791 -1.38835 -1.33550
H: 1.00440 -2.10745 -2.92929
H: 3.16431 -0.46681 -3.11297
H: 3.22500 -2.12601 -2.57106
H: 3.74158 -1.66070 -0.42776
H: 4.45834 -0.26482 -1.20078
H: 1.72137 -0.10911 0.15879
H: 3.24044 0.09908 0.97411
H: 3.84032 2.04664 -0.11661
H: 2.71983 1.83448 -1.46330
H: 2.10564 3.62289 0.31640
H: 1.89849 2.29901 1.45266
H: 0.17409 3.05190 -0.94394
H: 0.15847 1.39638 -0.35711
H: -0.22973 3.63898 1.64917
H: -1.57878 3.10427 0.65472
H: -1.75906 1.08379 1.74420
H: -0.02960 0.83690 1.80777
H: -1.84740 1.79935 3.92074
H: -0.51657 2.91082 3.66898
H: -0.20796 0.98398 5.41707
H: 1.12906 1.26439 4.29710
H: 0.61261 -1.64279 2.21558
H: 2.06459 -1.63689 5.58956
H: 0.76214 -2.39392 6.12341
C: 2.40655 4.05105 5.43861
C: 2.07626 4.40099 4.00144
O: 1.09700 5.43444 3.90377
H: 1.50188 3.74078 5.96250
H: 3.12452 3.23102 5.48237
H: 2.83146 4.90893 5.96716
H: 1.63759 3.53812 3.50165
H: 2.98036 4.68472 3.45063
H: 1.45339 6.21626 4.33175
C: -0.95691 5.70703 6.92860
C: -0.18789 5.27495 8.15956
O: 0.93922 6.11204 8.42083
H: -0.31109 5.70070 6.05056
H: -1.79385 5.03594 6.73117
H: -1.35625 6.71746 7.05674
H: 0.22316 4.27508 8.02443
H: -0.84562 5.24607 9.03565
H: 0.61507 7.00499 8.55331
C: -0.51343 -5.60236 6.56198
C: 0.90975 -6.02382 6.23184
O: 1.47085 -5.26272 5.18855
H: -1.14240 -5.67152 5.67452
H: -0.93885 -6.22886 7.35047
H: -0.53793 -4.56417 6.89880
H: 0.92367 -7.06167 5.88918
H: 1.53132 -5.97282 7.13823
H: 1.45921 -4.31650 5.43839
C: -4.28546 0.08389 2.68300
C: -5.15265 1.31283 2.52248
O: -6.18839 1.14706 1.55056
H: -3.83007 -0.19027 1.73104
H: -3.48502 0.25204 3.40353
H: -4.86763 -0.77217 3.03205
H: -4.56423 2.15969 2.16757
H: -5.58885 1.59731 3.48760
H: -6.71806 0.39486 1.82186
C: 0.87356 -4.73905 -5.27779
C: -0.41636 -5.02342 -4.53389
O: -1.56563 -4.73671 -5.32734
H: 0.90417 -3.69258 -5.58629
H: 1.74294 -4.94078 -4.64932
H: 0.93815 -5.36685 -6.16881
H: -0.49979 -4.38928 -3.65176
H: -0.44377 -6.06679 -4.20071
H: -1.52001 -5.29054 -6.11035
C: 3.18375 -7.73956 -8.42178
C: 1.69133 -7.83486 -8.67385
O: 0.98871 -6.67737 -8.23624
H: 3.37967 -7.57591 -7.36214
H: 3.68993 -8.65416 -8.73396
H: 3.61874 -6.90736 -8.98032
H: 1.25962 -8.65980 -8.10786
H: 1.49579 -8.02279 -9.73547
H: 1.32495 -5.91915 -8.71964
C: -1.05853 5.86766 -5.20675
C: -1.62491 4.47393 -5.40335
O: -1.73545 3.75106 -4.18662
H: -0.08169 5.81436 -4.72587
H: -0.95138 6.38308 -6.16271
H: -1.71655 6.46714 -4.57316
H: -0.96177 3.87577 -6.02843
H: -2.59620 4.52664 -5.90920
H: -2.32587 4.22777 -3.59834

Force components x, y, z for each atom (eV/Å):
C -0.1 0.0 0.2
C 0.1 0.0 0.1
C -0.2 0.0 0.1
C 0.0 0.2 0.0
C 0.0 -0.1 0.0
C -0.1 -0.2 -0.2
C 0.1 0.0 -0.1
C 0.2 0.1 0.1
C 0.0 0.0 0.1
C 0.0 0.1 0.0
C 0.0 -0.1 0.1
C 0.1 -0.1 0.0
C 0.1 -0.1 0.0
C -0.2 0.0 0.0
C 0.1 0.3 0.0
C -0.3 0.0 0.1
In 0.5 -0.1 -0.2
N -0.3 -0.1 0.1
F -0.2 0.0 0.1
H -0.1 0.0 0.0
H 0.1 0.0 0.1
H 0.1 -0.1 -0.2
H 0.0 -0.1 -0.1
H 0.2 0.1 0.0
H -0.1 0.0 0.1
H 0.1 0.1 -0.1
H 0.1 -0.2 0.0
H 0.1 0.1 -0.1
H 0.0 0.0 0.1
H 0.0 0.1 0.2
H 0.0 0.0 -0.1
H 0.0 0.1 0.1
H -0.1 0.0 0.1
H 0.0 0.2 0.0
H -0.2 0.2 0.0
H -0.1 -0.2 0.0
H 0.1 0.0 -0.1
H -0.2 0.0 -0.1
H -0.1 0.0 -0.2
H 0.0 0.0 0.1
H 0.0 -0.1 0.0
H -0.1 0.0 -0.2
H 0.1 0.0 0.1
H 0.0 0.1 -0.1
H 0.0 0.0 -0.1
H 0.1 0.0 0.1
H 0.2 -0.1 0.0
H 0.0 0.1 0.0
H 0.1 0.0 -0.1
H -0.1 -0.2 0.1
H 0.2 0.1 -0.1
H -0.1 -0.1 0.0
H -0.1 0.0 0.0
H 0.1 0.0 0.0
H -0.1 0.1 0.1
C -0.1 0.1 0.0
C 0.0 -0.1 0.0
O 0.0 -0.1 0.0
H 0.0 0.0 0.0
H 0.0 0.0 0.0
H 0.0 0.0 0.0
H 0.0 0.0 0.0
H 0.0 0.0 0.0
H 0.0 0.1 0.1
C 0.1 0.1 -0.1
C 0.0 0.0 0.0
O 0.0 -0.1 0.0
H 0.0 0.0 0.0
H 0.0 0.0 0.0
H 0.0 0.0 0.0
H 0.0 0.0 0.0
H 0.0 0.0 0.0
H 0.0 0.1 0.0
C 0.0 0.0 0.0
C 0.0 0.1 -0.1
O 0.0 -0.1 0.3
H 0.0 0.0 0.0
H 0.0 0.0 0.0
H 0.0 0.0 0.0
H 0.0 0.0 0.1
H 0.0 0.0 0.0
H 0.1 0.3 -0.5
C 0.0 0.0 -0.1
C 0.0 0.0 0.0
O 0.1 0.1 0.0
H 0.0 0.0 0.0
H 0.0 -0.1 0.0
H 0.0 0.0 0.0
H 0.0 0.0 0.0
H 0.0 0.0 0.0
H -0.1 -0.1 0.0
C 0.0 0.1 -0.1
C 0.0 0.0 0.0
O 0.0 0.0 0.1
H 0.0 0.0 0.0
H 0.0 0.0 0.0
H 0.1 0.0 0.0
H 0.0 0.0 0.0
H 0.0 0.0 0.0
H 0.0 -0.1 -0.1
C 0.0 0.1 0.0
C 0.0 0.0 0.0
O 0.0 -0.1 0.0
H 0.0 0.0 0.0
H 0.0 0.0 0.0
H 0.0 0.0 0.0
H 0.0 0.0 0.0
H 0.0 0.0 0.0
H 0.0 0.1 0.0
C 0.0 0.0 0.1
C 0.0 0.0 0.0
O 0.1 0.0 0.0
H 0.0 0.0 0.0
H 0.0 0.0 0.0
H 0.0 0.0 0.0
H 0.0 0.0 0.0
H 0.0 0.0 0.0
H -0.1 0.0 0.1

=====

Entry 2:
A cluster of 7 separate species, C30H78N4O11 in total. Source: the Open Molecules 2025 dataset; level of theory: the ωB97M-V functional and the def2-TZVPD basis.

The value obtained for the HOMO energy (alpha / beta) is 0.91 / -6.20 eV. The spin multiplicity is 2. The value obtained for the LUMO energy (alpha / beta) is 2.363 / 2.395 eV. Its net charge is -1. The orbital gap (alpha / beta) comes out at 1.454 / 8.599 eV. For the energy above the lowest of the compared OMol25 structures with the same formula, charge and spin, the calculation gives 0.00 kcal/mol.

Atoms and positions in Å:
C: 27.29444 19.39099 -14.03293
O: 27.72009 18.21549 -14.73466
C: 27.76548 18.36329 -16.10832
C: 28.01863 17.05561 -16.76939
N: 28.62791 17.26846 -18.10901
C: 28.41894 16.00469 -18.79441
C: 29.12547 15.90523 -20.22417
O: 28.43621 14.88300 -21.02750
C: 29.17105 14.42685 -22.12707
H: 28.14890 20.03924 -13.83857
H: 26.68592 18.99932 -13.21783
H: 26.67044 20.06038 -14.62508
H: 28.60718 19.02455 -16.31416
H: 26.86189 18.76180 -16.56964
H: 27.01229 16.68523 -16.96484
H: 28.77550 16.49538 -16.22040
H: 29.63098 17.34131 -18.01606
H: 27.36548 15.83386 -19.01610
H: 28.81074 15.13426 -18.26815
H: 30.19350 15.71381 -20.12035
H: 28.89889 16.80767 -20.79195
H: 28.80014 13.58297 -22.70879
H: 30.06909 13.95136 -21.73270
H: 29.55558 15.25135 -22.72743
C: 25.21591 24.66112 -16.70750
O: 25.74442 23.41113 -16.82707
C: 25.14715 22.53612 -17.86455
C: 25.77444 21.21474 -18.09258
N: 26.86588 21.24421 -19.05474
C: 28.02455 21.96568 -18.50641
C: 29.28821 21.88633 -19.37223
O: 29.46068 20.45923 -19.74097
C: 30.82815 20.12075 -19.94838
H: 25.82151 25.15327 -15.94650
H: 24.24453 24.46146 -16.25510
H: 25.19429 25.19942 -17.65506
H: 25.17653 23.07164 -18.81348
H: 24.06731 22.47535 -17.72910
H: 25.10324 20.43474 -18.45200
H: 25.99931 20.64826 -17.18890
H: 27.18284 20.33825 -19.36916
H: 28.18978 21.78805 -17.44375
H: 27.68033 22.99986 -18.49839
H: 30.10492 22.23839 -18.74204
H: 29.30274 22.54653 -20.23941
H: 31.33822 19.94191 -19.00184
H: 31.33576 20.96715 -20.41103
H: 31.11417 19.21531 -20.48360
C: 27.99134 18.61664 -31.23630
O: 26.89926 18.81998 -30.24616
C: 26.37117 17.65834 -29.51424
C: 25.17273 17.98741 -28.67361
N: 25.48734 18.59893 -27.42896
C: 24.50572 19.45573 -27.00560
C: 24.85708 19.98973 -25.64534
O: 23.75665 20.77525 -25.15410
C: 23.95496 21.13774 -23.79863
H: 27.44563 17.93875 -31.89263
H: 28.74558 17.98563 -30.76614
H: 28.46720 19.45073 -31.75201
H: 27.08618 17.15758 -28.86147
H: 26.05822 16.97129 -30.30044
H: 24.48096 17.14627 -28.62840
H: 24.76490 18.74392 -29.34404
H: 26.36970 19.07979 -27.53050
H: 23.54479 18.98011 -26.80936
H: 24.46844 20.34255 -27.63826
H: 25.77864 20.56651 -25.56692
H: 25.02594 19.13888 -24.98530
H: 23.07115 21.61375 -23.37391
H: 24.68325 21.94461 -23.71711
H: 24.15133 20.24438 -23.20579
C: 29.39954 22.52076 -24.30241
O: 28.45125 22.11896 -25.28962
C: 28.32517 20.67266 -25.42860
C: 29.74127 20.03313 -25.53929
N: 30.38629 20.23889 -26.87936
C: 29.98072 19.39455 -28.01032
C: 31.10513 19.25162 -28.98184
O: 30.90176 19.94531 -30.23844
C: 30.84910 21.41856 -30.26827
H: 29.33925 23.60677 -24.23137
H: 30.45205 22.32420 -24.50656
H: 29.13759 22.05764 -23.35109
H: 27.69466 20.44873 -26.28907
H: 27.98089 20.29541 -24.46567
H: 29.71258 18.96731 -25.31280
H: 30.33513 20.35663 -24.68443
H: 30.59126 21.20871 -27.07311
H: 29.03015 19.64717 -28.48010
H: 29.89214 18.37991 -27.62207
H: 31.25325 18.21579 -29.28717
H: 32.06182 19.55979 -28.56007
H: 31.47246 21.83597 -29.47752
H: 29.81198 21.75323 -30.24637
H: 31.26488 21.80411 -31.19917
C: 26.37853 18.61970 -21.14220
C: 27.24944 19.23986 -22.22523
O: 28.60991 19.09648 -21.97820
H: 26.47377 17.53842 -21.04286
H: 25.32734 18.80348 -21.36427
H: 26.73844 19.02542 -20.19671
H: 26.81619 20.23669 -22.30721
H: 27.13581 18.74975 -23.19217
H: 28.58071 19.46707 -21.09309
C: 33.94783 16.50977 -21.63377
C: 32.76865 16.52639 -22.63539
O: 31.72919 17.43930 -22.17771
H: 33.52946 16.22384 -20.66873
H: 34.42258 17.49030 -21.59805
H: 34.66354 15.72039 -21.86345
H: 32.40051 15.50402 -22.72098
H: 33.05691 16.92085 -23.60977
H: 31.09173 17.71129 -22.84199
C: 24.95960 16.05367 -23.19318
C: 23.59312 15.81385 -23.90340
O: 23.82099 14.97840 -25.05742
H: 25.51244 15.12460 -23.05420
H: 24.87107 16.50602 -22.20543
H: 25.59399 16.71037 -23.78848
H: 23.24007 16.74589 -24.34471
H: 22.89855 15.43907 -23.15159
H: 23.47193 14.13146 -24.77029

Force components x, y, z for each atom (eV/Å):
C 0.0 -0.5 -0.9
O -1.1 0.1 1.1
C 1.2 0.9 -0.5
C 0.9 0.8 -1.1
N -0.8 -0.7 -0.2
C 0.8 -0.9 -2.9
C -1.9 0.1 -0.1
O -0.5 -0.1 1.1
C 2.1 0.0 0.7
H 0.2 -0.3 0.8
H 0.5 0.6 0.5
H -0.4 -0.3 -0.4
H 0.1 0.5 -0.5
H -0.2 0.4 0.3
H 0.4 -1.2 0.4
H -0.9 -0.7 0.6
H 0.2 0.5 0.3
H -0.1 0.1 0.3
H -0.2 -0.2 0.6
H 0.1 -0.1 -0.2
H 0.7 0.5 0.3
H -1.2 0.6 0.0
H 0.7 0.0 0.2
H -0.4 0.1 -0.5
C -0.7 -0.1 0.7
O 1.4 -3.7 -1.4
C -0.7 2.3 0.1
C 0.7 -2.1 -0.2
N 1.0 0.6 0.4
C -0.7 1.0 -1.0
C -0.4 -1.6 0.8
O 0.1 1.0 0.1
C 1.0 0.7 0.6
H 0.0 0.4 -0.2
H -0.8 1.0 -0.2
H -0.2 0.3 0.0
H 0.4 0.2 -0.3
H -0.2 -0.3 0.8
H -0.9 0.7 -0.7
H 0.7 0.7 0.9
H -0.3 0.0 0.5
H 0.4 -0.7 0.1
H 0.4 0.4 0.0
H 0.3 -0.3 0.0
H -0.4 -0.3 -0.3
H -0.1 0.3 0.6
H 0.1 0.0 -0.3
H -1.2 -0.1 -0.6
C -2.0 -2.8 1.5
O 0.5 1.2 1.0
C 1.2 -0.5 -1.3
C 0.2 1.1 -2.0
N 2.0 -2.4 -0.2
C -1.0 2.6 1.9
C -0.4 0.3 1.4
O 0.2 -0.2 0.0
C -0.4 0.4 -0.3
H 0.6 0.1 -1.0
H 0.4 0.3 0.0
H -0.8 0.4 0.7
H 0.7 0.1 -0.2
H 0.0 -0.4 0.1
H 0.1 -0.1 0.3
H -1.1 0.3 -0.1
H 0.1 0.1 0.1
H -0.2 -0.1 -0.8
H -0.9 0.1 -0.6
H 0.0 0.3 -0.4
H -0.1 -0.3 0.3
H -0.5 -0.3 -0.4
H 0.7 -0.4 0.1
H 0.5 0.1 0.2
C -0.6 0.3 -0.1
O 0.3 -0.6 -0.6
C 2.4 0.5 1.2
C -0.6 0.0 -1.8
N 0.0 -0.5 1.6
C 0.4 -0.1 1.7
C 0.5 1.0 -1.9
O 0.1 1.1 -0.5
C 0.2 -1.7 0.4
H -0.3 0.0 0.1
H 0.0 -0.3 -0.3
H 0.1 0.0 0.3
H 0.1 0.2 0.3
H -0.8 -0.1 -0.1
H -0.4 -0.3 -0.5
H 0.3 0.4 -0.5
H -0.3 -0.1 -0.2
H -0.1 0.1 -0.3
H -0.5 0.0 0.4
H -0.2 0.0 -0.1
H -0.1 0.2 0.3
H -0.3 0.1 0.3
H 0.0 0.1 0.5
H 0.1 -0.5 -0.2
C 0.4 -0.8 -0.2
C -1.6 -1.4 -1.3
O -0.2 0.6 0.5
H 0.3 -0.1 -0.2
H -0.1 0.4 0.4
H -0.6 -0.1 0.1
H 0.8 0.7 -0.2
H -0.7 0.0 -0.1
H 1.7 0.3 0.7
C -1.2 0.1 -0.4
C -0.2 1.0 0.1
O 0.9 -0.7 1.2
H 0.1 0.3 0.2
H 0.1 -0.1 0.2
H 0.1 0.1 -0.4
H -0.3 0.0 -0.2
H 0.4 -0.5 -0.1
H 0.1 -0.3 -0.5
C -0.4 0.1 -0.3
C 2.0 0.9 -0.1
O -0.8 -0.3 1.0
H -0.2 -0.1 -0.1
H -0.3 0.1 0.0
H 0.0 0.0 -0.1
H -0.2 0.2 0.5
H -0.3 -0.3 -0.4
H 0.2 -0.4 -0.5